Below is C4H10O2 in the gas phase in a non-equilibrium geometry, with properties calculated with wB97M-V/def2-TZVPD.

```
! wB97M-V def2-TZVPD RIJCOSX def2/J DEFGRID3
* xyz 0 1
C -1.0402 -0.4899 1.0808
O -1.8272 -1.6383 1.2715
C -0.3032 -0.4675 -0.2358
C 0.4994 0.7943 -0.4844
C 0.9776 0.9988 -1.9098
O 1.6918 0.8410 0.3431
H -0.2930 -0.4315 1.8874
H -1.6440 0.4244 1.1603
H -1.7564 -2.2165 0.5094
H -1.0284 -0.4728 -1.0634
H 0.2977 -1.3563 -0.4346
H -0.1218 1.6387 -0.1837
H 1.0865 2.0493 -2.1268
H 0.2482 0.5893 -2.6085
H 1.8849 0.4324 -2.0723
H 1.3969 0.6411 1.2353
*
```

For the energy relative to the best compared isomer or geometry (same formula, charge and spin), the calculation gives 0.922 eV. For the LUMO energy, the calculation gives 0.91 eV. The largest force on an atom is 1.541 eV Å⁻¹. The SMILES is C[C@H](O)CCO. For the HOMO energy, the calculation gives -10.392 eV. For the frontier orbital gap, the calculation gives 0.415 hartree.